Entry 1:
24
Properties=species:S:1:pos:R:3 method="wB97M-V/def2-TZVPD" energy_ha=-785.8078 smiles=CCCSC.O.O.O e_homo_ha=-0.3030 de_lowest_kcal_mol=59.4 lumo_energy_ev=0.7
C 1.020 1.807 -0.988
C -0.314 1.148 -0.959
C -0.316 -0.360 -0.714
S -1.733 -0.714 0.381
C -1.272 -0.127 2.025
H 1.572 1.749 -2.033
H 1.038 2.805 -0.716
H 1.708 1.352 -0.253
H -0.861 1.205 -1.964
H -0.977 1.720 -0.288
H 0.769 -0.760 -0.460
H -0.467 -0.766 -1.725
H -1.832 0.772 2.179
H -1.707 -0.783 2.734
H -0.237 -0.075 2.076
O 2.785 -2.344 -0.944
H 2.288 -2.933 -0.418
H 3.251 -2.506 -1.763
O -0.322 3.120 2.233
H -0.495 3.926 2.062
H -0.118 2.638 1.361
O -0.946 -3.722 -0.601
H -1.370 -3.393 -1.344
H -1.463 -3.758 0.121

Entry 2:
24
Properties=species:S:1:pos:R:3 method="wB97M-V/def2-TZVPD" energy_ha=-462.8421 smiles=CC[C@H](C)O.O.O.O e_homo_ha=-0.3921 de_lowest_kcal_mol=75.2 lumo_energy_ev=0.4
C -0.149 -3.009 -1.538
C -0.594 -1.645 -1.223
C -0.190 -1.069 0.149
C -1.040 0.200 0.449
O 1.186 -0.655 0.021
H 0.719 -3.210 -2.159
H -0.868 -3.540 -2.227
H -0.217 -3.622 -0.537
H -0.307 -0.858 -1.963
H -1.753 -1.547 -1.291
H -0.034 -1.823 0.864
H -1.249 0.946 -0.268
H -1.846 -0.162 1.040
H -0.471 0.864 1.219
H 1.508 -0.859 -0.730
O 1.019 2.252 -1.074
H 1.515 2.892 -0.593
H 0.065 1.979 -0.775
O 3.677 1.164 1.492
H 3.379 1.641 0.721
H 2.759 0.816 1.559
O -3.896 1.834 1.497
H -3.694 0.948 1.936
H -3.559 1.905 0.703

Entry 3:
27
Properties=species:S:1:pos:R:3 method="wB97M-V/def2-TZVPD" energy_ha=-1331.6487 e_homo_ha=-0.3366 de_lowest_kcal_mol=6.8 lumo_energy_ev=0.2
C 3.710 -1.216 -1.162
C -1.491 -1.652 2.107
C -1.023 -2.089 -1.289
C -1.675 3.019 1.307
O 2.823 1.336 -0.255
O 0.880 -0.881 0.384
O -0.591 2.575 -1.288
O -1.506 0.432 0.292
Si 2.320 0.014 -0.803
Si -0.830 -1.089 0.356
Si -1.787 1.940 -0.289
H 4.656 -0.692 -1.334
H 3.952 -1.849 -0.304
H 3.488 -1.829 -2.026
H -1.434 -0.838 2.871
H -2.525 -1.903 2.075
H -0.918 -2.482 2.396
H -2.066 -2.247 -1.425
H -0.727 -1.644 -2.182
H -0.567 -3.006 -1.401
H -2.514 3.734 1.544
H -1.295 2.617 2.226
H -0.908 3.746 1.130
H -2.885 2.009 -1.233
H 1.261 -0.684 1.216
H 0.312 2.814 -0.956
H 1.341 -0.135 -1.956

Entry 4:
26
Properties=species:S:1:pos:R:3 method="wB97M-V/def2-TZVPD" energy_ha=-613.4590 smiles="CCCC(=O)O.O.O.O.O" e_homo_ha=-0.3816 de_lowest_kcal_mol=10.3 lumo_energy_ev=0.5
C -3.199 -0.251 -0.595
C -1.767 -0.230 -1.118
C -1.001 0.896 -0.440
C 0.475 0.557 -0.233
O 1.030 -0.507 -0.140
O 1.156 1.710 -0.135
H -3.314 -0.263 0.495
H -3.771 -1.108 -0.953
H -3.793 0.625 -0.903
H -1.704 -0.285 -2.205
H -1.398 -1.234 -0.834
H -1.095 1.780 -1.039
H -1.338 0.944 0.597
H 2.020 1.536 0.303
O 0.598 0.526 -3.181
H 1.280 1.193 -3.289
H 0.599 0.021 -3.999
O 1.231 -2.541 1.510
H 0.968 -1.691 1.092
H 1.318 -3.044 0.709
O 3.245 0.222 1.275
H 2.871 -0.570 0.878
H 2.770 0.274 2.115
O 1.017 0.607 3.059
H 0.453 1.073 3.683
H 1.346 -0.241 3.345

Entry 5:
32
Properties=species:S:1:pos:R:3 method="wB97M-V/def2-TZVPD" energy_ha=-2543.5275 spin_multiplicity=4 e_homo_ha="-0.0724 / -0.0707" charge=-1 lumo_energy_ev="1.8 / 1.8"
Co 0.253 -0.813 1.712
P -0.366 -3.217 1.027
O -1.277 -1.933 1.460
O -0.567 -4.287 2.101
O 1.051 -2.518 1.048
O -0.845 -3.744 -0.313
C 1.397 2.011 -0.624
C 0.107 1.269 -0.908
C -0.240 1.266 -2.394
O -1.270 0.355 -2.635
C -1.717 0.357 -3.954
N 0.114 -0.096 -0.346
H 1.252 3.045 -0.956
H 2.227 1.629 -1.221
H 1.606 1.999 0.442
H -0.730 1.825 -0.465
H 0.644 1.078 -3.034
H -0.562 2.270 -2.729
H -2.517 -0.380 -4.019
H -0.932 0.055 -4.662
H -2.117 1.322 -4.301
H -0.717 -0.599 -0.658
H 0.936 -0.528 -0.765
O 0.065 -1.424 3.775
H -0.637 -2.045 4.008
H 0.473 -1.128 4.592
O -0.773 1.019 2.379
H -0.705 1.961 2.205
H -1.689 0.852 2.622
O 2.168 0.003 2.095
H 3.016 -0.430 1.959
H 2.350 0.824 2.560

Entry 6:
25
Properties=species:S:1:pos:R:3 method="wB97M-V/def2-TZVPD" energy_ha=-2016.6061 spin_multiplicity=4 e_homo_ha="0.0235 / -0.0992" charge=-1 de_lowest_kcal_mol=9.8 lumo_energy_ev="3.5 / 3.5"
C -1.320 2.215 -2.352
Co -0.267 -1.139 -1.516
N 1.440 -1.818 -2.479
H -1.235 -0.668 -2.703
H 2.284 -1.219 -2.381
H -1.232 1.530 -3.166
H -1.431 3.243 -2.793
H -0.396 1.879 -1.840
H -2.138 1.785 -1.774
H 1.507 -2.715 -1.982
H 1.126 -1.911 -3.451
C -0.626 -1.291 2.847
P 0.010 -0.285 1.509
C -0.708 1.376 1.499
C 1.791 -0.156 1.577
O -0.366 -1.134 0.296
H -1.671 -1.024 3.043
H -0.030 -1.094 3.740
H -0.565 -2.362 2.594
H -0.697 1.771 2.530
H -0.131 2.057 0.853
H -1.748 1.310 1.141
H 2.282 -0.965 1.018
H 2.064 0.819 1.153
H 2.057 -0.204 2.639

Entry 7:
24
Properties=species:S:1:pos:R:3 method="wB97M-V/def2-TZVPD" energy_ha=-606.3374 e_homo_ha=-0.4113 charge=+1 de_lowest_kcal_mol=28.0 lumo_energy_ev=-4.3
C -1.227 1.152 -3.229
Hf -0.622 0.036 -1.451
N 1.087 -1.327 -2.073
H -0.088 1.486 -0.645
H 0.771 1.058 -1.423
H -1.309 2.178 -2.791
H -2.156 0.534 -3.380
H -0.340 0.994 -3.893
H 0.979 -2.254 -1.623
H 1.966 -0.952 -1.723
H 1.201 -1.481 -3.059
C -0.131 -1.702 1.874
P -0.174 -0.075 1.055
C -1.359 0.783 2.118
C 1.393 0.614 1.679
H -1.017 -2.262 1.634
H -0.062 -1.568 2.962
H 0.741 -2.270 1.523
H -0.998 0.765 3.162
H -1.489 1.799 1.776
H -2.328 0.272 2.063
H 1.311 0.823 2.766
H 2.207 -0.116 1.524
H 1.642 1.514 1.155

Entry 8:
25
Properties=species:S:1:pos:R:3 method="wB97M-V/def2-TZVPD" energy_ha=-422.4275 spin_multiplicity=2 e_homo_ha="-0.0829 / -0.3959" de_lowest_kcal_mol=38.2 lumo_energy_ev="0.5 / 0.4"
C 0.811 2.097 -0.757
C 0.633 1.882 0.779
C 0.885 0.425 1.160
C 0.091 -1.888 0.846
N -0.107 -0.432 0.534
N -0.345 1.387 -1.409
H 1.792 1.654 -0.900
H 1.036 3.154 -1.049
H 1.352 2.478 1.359
H -0.292 2.304 1.312
H 0.827 0.340 2.252
H 1.875 0.100 0.811
H 0.467 -2.287 -0.111
H -0.901 -2.343 0.827
H 0.735 -2.073 1.693
H -1.062 -0.165 0.836
H -0.138 -0.222 -0.496
H -1.081 2.042 -1.654
H -0.024 1.227 -2.361
H -2.384 -1.343 2.649
H -2.725 -0.002 3.334
O -2.090 -0.415 2.686
H 1.284 -2.397 -4.197
H 0.076 -3.044 -3.490
O 0.573 -2.218 -3.539

Entry 9:
25
Properties=species:S:1:pos:R:3 method="wB97M-V/def2-TZVPD" energy_ha=-422.2767 e_homo_ha=-0.4959 charge=+1 de_lowest_kcal_mol=72.8 lumo_energy_ev=-2.9
C -0.333 -1.420 1.370
N 1.085 -1.462 1.966
C -0.084 -1.286 -0.096
N 0.281 0.190 -0.415
C -1.788 -0.772 -2.304
C -1.530 -1.272 -0.783
H -0.583 -0.452 1.865
H -1.184 -2.214 1.641
H 1.268 -1.381 2.985
H 1.545 -2.333 1.779
H 0.679 -1.991 -0.499
H 1.119 0.603 0.182
H 0.575 0.084 -1.512
H -0.463 0.874 -0.405
H -1.011 -0.147 -2.717
H -2.693 -0.285 -2.430
H -1.711 -1.563 -2.997
H -2.268 -0.743 -0.282
H -1.802 -2.389 -0.671
H 2.298 1.915 3.021
H 3.055 1.701 1.739
O 2.245 2.164 2.039
H 0.133 3.535 -2.016
H -1.321 3.207 -1.767
O -0.343 2.710 -1.775

Entry 10:
25
Properties=species:S:1:pos:R:3 method="wB97M-V/def2-TZVPD" energy_ha=-422.3313 e_homo_ha=-0.5147 charge=+1 de_lowest_kcal_mol=38.5 lumo_energy_ev=-2.6
N 0.521 2.318 0.415
C 0.696 1.445 1.576
C -0.505 0.394 1.644
N -0.723 -0.184 0.244
C 0.370 -1.243 -0.148
C 0.198 -1.439 -1.624
H -0.482 0.710 -0.299
H 1.429 2.400 -0.015
H 0.075 3.177 0.697
H 1.637 0.875 1.617
H 1.010 1.858 2.583
H -1.399 0.917 1.948
H -0.150 -0.276 2.407
H -1.605 -0.671 -0.008
H -0.039 -2.101 0.397
H 1.368 -0.949 0.144
H -0.680 -2.117 -1.797
H -0.096 -0.621 -2.307
H 0.984 -2.064 -2.076
H 1.749 1.165 -1.559
H 3.194 1.322 -1.065
O 2.444 0.715 -1.057
H -3.795 -2.137 -0.271
H -2.765 -2.098 -1.419
O -2.885 -1.889 -0.486

Entry 11:
25
Properties=species:S:1:pos:R:3 method="wB97M-V/def2-TZVPD" energy_ha=-422.3484 e_homo_ha=-0.5072 charge=+1 de_lowest_kcal_mol=27.8 lumo_energy_ev=-3.0
C -1.740 0.162 -1.851
C -0.763 1.083 -1.114
C -0.385 0.493 0.256
C 1.003 0.032 0.652
N 1.720 -0.609 -0.465
N 0.508 1.225 -1.923
H -1.635 0.242 -2.930
H -1.690 -0.867 -1.493
H -2.747 0.532 -1.679
H -1.182 2.064 -0.960
H -0.622 1.258 1.022
H -1.154 -0.201 0.618
H 0.915 -0.548 1.550
H 1.617 0.926 0.849
H 1.262 -1.459 -0.796
H 1.714 0.083 -1.225
H 2.680 -0.810 -0.183
H 0.440 0.593 -2.710
H 0.531 2.156 -2.321
H 0.238 -3.328 1.850
H 0.998 -3.760 0.623
O 0.594 -2.973 1.027
H -0.131 0.761 3.792
H -1.527 1.412 3.886
O -0.643 1.533 3.525

Entry 12:
25
Properties=species:S:1:pos:R:3 method="wB97M-V/def2-TZVPD" energy_ha=-422.3046 e_homo_ha=-0.4681 charge=+1 de_lowest_kcal_mol=55.3 lumo_energy_ev=-2.9
C -1.384 0.147 1.952
C -0.347 0.453 0.835
C 0.212 -1.100 0.260
C 1.578 -0.940 -0.500
N 1.257 -0.542 -1.977
N -0.888 1.071 -0.474
H -2.295 -0.317 1.590
H -1.065 -0.481 2.737
H -1.740 1.045 2.401
H 0.474 1.221 1.281
H 0.339 -1.671 1.233
H -0.685 -1.532 -0.270
H 2.102 -1.910 -0.653
H 2.393 -0.322 0.007
H 0.681 -1.344 -2.445
H 0.663 0.298 -1.989
H 2.080 -0.334 -2.555
H -1.875 0.815 -0.647
H -0.871 2.034 -0.379
H 3.744 2.059 0.319
H 4.165 0.736 0.297
O 3.328 1.258 0.143
H -4.177 0.475 -0.708
H -4.055 -1.000 -0.229
O -3.633 -0.117 -0.230

Entry 13:
25
Properties=species:S:1:pos:R:3 method="wB97M-V/def2-TZVPD" energy_ha=-422.3316 e_homo_ha=-0.5041 charge=+1 de_lowest_kcal_mol=38.3 lumo_energy_ev=-3.1
C 0.974 -0.417 1.612
N 1.607 0.923 1.706
C -0.068 -0.285 0.430
N -0.196 -1.709 -0.085
C -0.878 -1.895 -1.448
C -1.385 0.349 0.745
H 0.354 -0.639 2.506
H 1.750 -1.166 1.460
H 1.332 1.548 2.441
H 2.600 0.779 1.842
H 0.493 0.241 -0.351
H -0.548 -2.428 0.551
H 0.750 -2.052 -0.304
H -1.303 -2.917 -1.438
H -0.170 -1.599 -2.201
H -1.724 -1.225 -1.516
H -1.402 0.871 1.691
H -2.172 -0.318 1.102
H -1.701 0.923 -0.141
H 1.123 2.071 0.211
H 1.782 3.159 -0.699
O 0.936 2.817 -0.392
H -1.137 0.727 -3.218
H -0.349 1.561 -2.125
O -0.669 0.678 -2.379

Entry 14:
25
Properties=species:S:1:pos:R:3 method="wB97M-V/def2-TZVPD" energy_ha=-422.3460 e_homo_ha=-0.4577 charge=+1 de_lowest_kcal_mol=29.3 lumo_energy_ev=-2.9
N -0.311 -1.817 -0.767
C 0.858 -0.894 -0.540
C 0.420 0.491 -0.098
N -0.675 1.018 -0.912
C -0.509 2.411 -1.317
C -1.977 0.862 -0.268
H -0.651 -2.180 0.128
H -0.090 -2.604 -1.374
H -1.061 -1.238 -1.156
H 1.430 -0.891 -1.463
H 1.473 -1.316 0.248
H 1.316 1.085 -0.221
H 0.157 0.531 0.965
H -1.129 3.120 -0.762
H -0.696 2.535 -2.379
H 0.529 2.743 -1.243
H -2.098 1.483 0.635
H -2.137 -0.164 0.076
H -2.749 1.140 -0.986
H 3.473 0.698 1.718
H 3.938 -0.729 1.467
O 3.344 -0.045 1.119
H -0.769 -1.346 2.602
H -1.378 -2.740 2.451
O -0.708 -2.155 2.078

Entry 15:
35
Properties=species:S:1:pos:R:3 method="wB97M-V/def2-TZVPD" energy_ha=-1148.5593 e_homo_ha=-0.5294 charge=+2 de_lowest_kcal_mol=8.2 lumo_energy_ev=-12.6
Tl 8.178 8.914 8.032
O 7.211 5.106 5.749
H 6.348 5.424 5.274
C 3.086 9.869 7.411
O 2.108 10.194 8.079
N 3.912 9.732 6.604
N 7.986 4.249 4.809
H 4.803 9.409 6.346
H 9.870 11.965 9.962
H 7.844 3.314 4.959
H 8.172 4.733 4.008
C 9.944 11.790 6.272
O 9.688 11.386 7.375
N 10.020 13.085 5.944
N 10.257 10.917 5.179
H 9.713 13.766 6.652
H 10.707 13.562 5.336
H 9.916 11.316 4.325
H 9.931 10.032 5.493
C 10.615 6.270 7.258
O 10.174 7.382 6.980
N 10.164 5.131 6.696
N 11.696 6.162 8.060
H 9.693 5.254 5.852
H 10.579 4.307 7.013
H 11.878 7.018 8.529
H 12.281 5.460 8.463
C 9.522 8.966 11.182
O 9.389 8.286 10.177
N 8.400 9.276 12.127
N 10.674 9.518 11.597
H 7.524 9.386 11.622
H 8.563 10.233 12.539
H 11.508 9.267 11.019
H 10.674 9.972 12.498

Entry 16:
25
Properties=species:S:1:pos:R:3 method="wB97M-V/def2-TZVPD" energy_ha=-442.9458 spin_multiplicity=2 e_homo_ha="0.0242 / -0.2159" charge=-1 de_lowest_kcal_mol=49.5 lumo_energy_ev="3.5 / 3.4"
C 0.905 -0.410 0.904
N 0.987 -0.466 -0.550
C 0.206 0.605 -1.243
C 0.880 1.510 -2.252
C 1.666 0.598 1.649
H -0.210 -0.504 1.013
H 1.319 -1.405 1.162
H 1.997 -0.406 -0.706
H -0.405 -0.102 -1.694
H -0.326 1.284 -0.502
H 1.565 1.111 -2.934
H 0.111 2.220 -2.853
H 1.347 2.421 -1.761
H 2.558 0.977 1.190
H 2.241 0.168 2.510
H 1.017 1.337 2.123
H -2.477 1.107 1.752
H -1.426 1.905 1.165
O -2.399 1.914 1.254
H -0.415 -3.375 1.485
H -0.952 -2.827 0.161
O -1.211 -3.379 1.027
H -2.683 -0.903 -0.539
H -1.686 -1.772 -1.100
O -2.608 -1.608 -1.264

Entry 17:
25
Properties=species:S:1:pos:R:3 method="wB97M-V/def2-TZVPD" energy_ha=-443.0361 smiles=CCCNC.O.O.O e_homo_ha=-0.3491 de_lowest_kcal_mol=25.8 lumo_energy_ev=0.5
C 0.272 -2.357 2.905
C -0.032 -1.378 1.777
C -0.060 0.085 2.213
N 0.123 1.023 1.117
C 0.331 2.339 1.711
H -0.617 -2.540 3.501
H 0.686 -3.300 2.542
H 1.097 -1.949 3.499
H 0.695 -1.450 0.951
H -0.889 -1.722 1.193
H -1.042 0.300 2.650
H 0.621 0.204 3.023
H 0.927 0.768 0.564
H -0.600 2.705 2.150
H 1.125 2.379 2.463
H 0.531 3.038 0.895
O -1.934 -0.266 -0.506
H -1.008 -0.151 -0.730
H -2.080 0.434 0.137
O -3.280 1.974 -5.603
H -2.365 2.094 -5.861
H -3.400 1.386 -4.860
O 3.712 -1.511 -5.432
H 2.912 -0.993 -5.534
H 4.274 -1.111 -4.764

Entry 18:
25
Properties=species:S:1:pos:R:3 method="wB97M-V/def2-TZVPD" energy_ha=-442.9719 smiles=CCCNC.O.O.O e_homo_ha=-0.3332 de_lowest_kcal_mol=66.1 lumo_energy_ev=0.6
C -2.027 -1.682 2.063
C -1.052 -1.072 1.024
C 0.164 -0.291 1.867
N 1.057 0.402 0.932
C 2.207 0.958 1.741
H -2.170 -2.765 1.791
H -1.541 -1.698 3.058
H -3.000 -1.235 2.112
H -0.648 -1.808 0.442
H -1.496 -0.303 0.207
H -0.249 0.325 2.602
H 0.879 -1.182 2.349
H 1.122 -0.287 0.141
H 3.154 1.072 1.159
H 1.858 1.835 2.233
H 2.481 0.414 2.771
O -1.867 2.388 -1.584
H -1.200 2.106 -2.192
H -1.368 2.777 -0.885
O -0.816 -2.161 -2.854
H -1.526 -1.589 -2.454
H -0.978 -2.896 -2.406
O 2.257 1.301 -2.324
H 1.768 1.491 -1.563
H 3.163 1.220 -1.970

Entry 19:
29
Properties=species:S:1:pos:R:3 method="wB97M-V/def2-TZVPD" energy_ha=-1389.8336 smiles="CC(=O)NCCSS.O.O.O.O" e_homo_ha=-0.3288 de_lowest_kcal_mol=85.6 lumo_energy_ev=0.3
C -0.959 1.463 -2.673
C -0.150 0.730 -1.852
O 0.623 -0.101 -2.153
N -0.115 1.225 -0.429
C -1.402 1.676 0.155
C -2.159 0.709 0.958
S -2.593 1.202 2.664
S -1.358 0.047 3.818
H -1.484 0.707 -3.364
H -0.329 2.214 -3.369
H -1.769 2.165 -2.292
H 0.594 0.639 0.236
H -1.043 2.577 0.897
H -1.970 2.278 -0.483
H -3.268 0.411 0.595
H -1.685 -0.282 0.876
H -2.266 -0.964 4.046
O 2.294 -1.686 0.008
H 2.991 -1.191 0.218
H 1.973 -1.760 -0.854
O 0.953 -3.050 1.969
H 1.301 -2.648 1.098
H 1.670 -3.679 2.266
O 3.689 1.145 0.387
H 4.407 0.760 -0.213
H 2.987 1.604 -0.120
O -0.644 -2.069 -0.806
H -0.208 -2.699 -0.433
H -0.081 -1.424 -1.154